Record 1
77
Properties=species:S:1:pos:R:3:forces:R:3 method="wB97M-V/def2-TZVPD" multiplicity=1 e_homo_ha=-0.1595 relative_energy_kcal_mol=225.4 gap_ev=2.921
Sr 14.973 15.712 -22.438 2.0 2.3 -0.4
C 17.419 18.610 -23.255 0.5 -0.4 -1.7
O 17.878 19.529 -23.916 1.5 1.9 -1.3
O 17.763 17.411 -23.357 2.1 -5.8 -1.5
O 16.491 18.751 -22.474 -6.4 1.6 5.0
C 11.279 16.351 -18.334 -1.0 0.8 0.5
C 10.862 16.978 -19.658 1.9 -0.5 -0.2
C 10.097 18.268 -19.706 -0.7 -0.3 0.3
O 12.082 17.225 -20.385 0.5 -0.5 -0.7
H 10.356 16.006 -17.868 0.1 -0.3 0.3
H 11.714 17.092 -17.664 0.1 0.1 0.0
H 11.985 15.528 -18.447 -0.2 0.0 -0.2
H 10.342 16.178 -20.184 -0.1 0.2 -0.5
H 10.528 19.079 -19.119 0.1 -0.2 0.4
H 9.090 18.028 -19.365 -0.2 0.6 0.0
H 10.102 18.635 -20.732 -0.3 -0.2 -0.1
H 12.383 18.099 -20.127 0.2 0.1 0.0
C 12.100 11.327 -24.582 -1.1 -2.4 -1.6
C 11.710 12.700 -24.207 -1.1 -1.3 0.2
C 10.185 12.836 -23.945 0.5 0.3 -1.2
O 12.380 12.881 -22.989 1.1 2.2 1.1
H 13.153 11.052 -24.652 0.1 0.7 0.1
H 11.627 11.078 -25.532 0.2 0.0 -0.4
H 11.638 10.570 -23.948 0.0 0.1 0.6
H 12.055 13.303 -25.048 0.2 0.9 0.7
H 9.866 12.214 -23.108 0.1 0.1 0.1
H 9.605 12.514 -24.810 0.1 -0.2 -0.1
H 9.913 13.883 -23.811 0.1 0.0 0.4
H 12.015 12.223 -22.392 0.1 0.0 0.1
C 17.016 15.668 -16.866 -0.3 0.2 -0.2
C 16.816 16.836 -17.808 1.2 -0.1 0.1
C 17.893 17.920 -17.634 -0.6 0.4 0.6
O 17.002 16.347 -19.126 -0.6 -0.1 -0.6
H 16.822 15.999 -15.846 0.5 -0.1 0.1
H 18.014 15.276 -17.057 0.0 -0.1 0.5
H 16.289 14.882 -17.068 0.0 -0.1 -0.2
H 15.806 17.224 -17.674 -0.1 0.4 -0.1
H 17.806 18.727 -18.361 -0.4 0.1 -0.1
H 18.918 17.575 -17.772 -0.1 -0.5 0.3
H 17.778 18.378 -16.651 0.2 0.1 0.1
H 17.336 17.134 -19.561 0.1 -0.1 -1.1
C 11.910 19.384 -25.792 -1.5 0.6 -0.7
C 11.907 17.839 -25.889 -0.5 0.5 -1.7
C 11.711 17.225 -27.331 -0.3 0.8 0.1
O 13.192 17.492 -25.487 1.1 -1.1 0.7
H 12.467 19.782 -24.943 0.0 -0.4 0.1
H 10.936 19.872 -25.803 -0.6 -0.5 0.6
H 12.256 19.908 -26.683 0.9 -0.6 -0.3
H 11.181 17.345 -25.243 0.1 0.3 0.3
H 12.105 16.211 -27.401 0.0 0.0 0.4
H 12.226 17.801 -28.099 0.4 0.2 0.2
H 10.690 17.216 -27.711 -0.3 0.0 0.4
H 13.727 18.018 -26.085 0.9 -0.1 0.2
C 18.384 13.747 -27.502 0.5 -0.6 -1.6
C 16.931 14.143 -27.397 0.7 0.3 -0.1
C 15.962 13.185 -28.058 0.2 -0.3 0.0
O 16.695 14.144 -26.021 -1.6 -0.1 1.7
H 18.702 13.801 -28.543 0.3 0.3 -0.1
H 18.577 12.705 -27.249 -0.4 -0.1 0.4
H 19.045 14.352 -26.880 -0.1 0.2 -0.1
H 16.780 15.145 -27.800 0.1 0.2 -0.1
H 16.160 13.055 -29.122 0.4 -0.1 0.0
H 14.915 13.487 -28.043 0.0 0.2 0.5
H 16.103 12.245 -27.524 -0.3 -0.3 -0.2
H 17.399 14.604 -25.557 0.1 0.3 -0.1
C 17.770 10.119 -22.406 -0.2 -0.6 -0.2
C 16.957 10.885 -21.376 0.8 -1.2 0.3
C 17.520 10.825 -19.986 0.5 -0.4 1.0
O 16.949 12.211 -21.732 -1.1 2.5 -0.9
H 17.876 9.087 -22.072 0.2 -0.1 -0.2
H 18.751 10.541 -22.624 0.2 0.1 0.6
H 17.307 10.140 -23.393 -0.4 -0.1 0.1
H 15.941 10.493 -21.332 -0.2 0.2 -0.4
H 18.456 11.383 -19.950 0.2 -0.1 -0.1
H 17.704 9.812 -19.629 0.1 -0.1 -0.1
H 16.884 11.309 -19.245 -0.3 0.0 -0.2
H 17.861 12.485 -21.858 0.1 0.1 0.0

---

Record 2
95
Properties=species:S:1:pos:R:3:forces:R:3 method="wB97M-V/def2-TZVPD" multiplicity=1 e_homo_ha=-0.1713 total_charge=-1 gap_ev=5.846
C 4.103 4.180 -2.486 -0.1 0.6 -0.3
B 2.720 4.946 -2.592 -0.3 -0.4 0.2
O 2.590 6.325 -2.662 -0.1 0.0 -0.8
C 1.400 4.055 -2.590 -0.3 1.0 1.2
O 0.854 3.755 -1.488 0.3 0.4 -0.1
O 1.025 3.654 -3.716 -0.1 0.2 -0.6
H 4.958 4.787 -2.174 0.0 0.1 0.0
H 3.957 3.372 -1.774 0.1 -0.3 0.0
H 4.324 3.758 -3.471 0.1 -0.2 0.1
H 3.151 6.701 -3.348 0.4 0.1 0.4
C 1.588 2.698 2.696 -0.1 -0.2 -0.1
Cl 0.103 3.631 2.925 0.0 0.1 0.0
Cl 1.285 1.393 1.551 0.3 0.1 -0.2
Cl 2.863 3.742 2.097 0.1 0.1 -0.1
Cl 2.088 2.016 4.259 0.0 0.0 0.0
C 2.748 8.627 0.108 0.0 -0.2 0.0
Cl 1.923 9.547 -1.155 0.0 0.0 0.0
Cl 4.469 8.500 -0.295 0.0 0.1 0.0
Cl 2.570 9.465 1.660 -0.1 0.3 -0.1
Cl 2.054 7.022 0.231 -0.1 -0.1 0.2
C -1.489 -1.222 2.845 0.0 -0.2 -0.1
Cl -1.246 0.454 3.324 -0.3 -0.1 0.0
Cl -0.452 -2.252 3.843 -0.1 0.2 0.2
Cl -3.184 -1.661 3.084 0.2 -0.4 0.0
Cl -1.104 -1.469 1.124 0.0 0.4 0.3
C 2.054 -0.193 -2.535 -0.4 0.4 0.1
Cl 1.458 1.451 -2.721 0.5 -1.5 -0.2
Cl 0.833 -1.175 -1.685 0.1 -0.3 0.0
Cl 2.367 -0.908 -4.131 0.1 0.0 0.3
Cl 3.544 -0.215 -1.573 0.1 0.0 -0.1
C -6.549 0.682 4.356 0.1 0.1 0.0
Cl -7.364 1.697 3.164 0.0 0.0 0.0
Cl -4.806 0.797 4.139 -0.2 0.3 0.1
Cl -6.985 1.219 5.985 0.0 0.0 0.0
Cl -7.054 -1.002 4.141 0.0 0.0 0.0
C -3.209 1.330 -1.202 0.4 -0.1 -0.1
Cl -4.123 2.430 -2.245 -0.1 0.0 0.0
Cl -1.546 1.256 -1.745 -0.2 0.2 0.1
Cl -3.261 1.907 0.478 0.2 -0.4 0.0
Cl -3.940 -0.284 -1.289 0.0 0.0 0.4
C 1.096 -5.674 2.305 0.0 0.1 0.0
Cl 0.271 -5.997 3.839 0.0 0.0 0.0
Cl 1.008 -7.118 1.285 0.0 0.0 0.0
Cl 0.324 -4.305 1.508 0.2 -0.4 -0.1
Cl 2.791 -5.285 2.619 0.0 0.0 0.0
C 5.207 -1.008 3.023 -0.1 0.0 0.0
Cl 6.165 -2.496 3.106 0.0 0.0 0.0
Cl 3.607 -1.307 3.708 0.0 0.0 0.0
Cl 6.018 0.264 3.945 0.0 0.0 0.0
Cl 5.041 -0.508 1.342 0.0 0.0 0.1
C -5.032 -1.625 -5.385 0.1 0.2 0.0
Cl -6.798 -1.677 -5.489 0.0 0.0 0.0
Cl -4.350 -1.551 -7.015 0.0 0.0 0.0
Cl -4.531 -0.205 -4.473 -0.1 -0.1 -0.3
Cl -4.460 -3.090 -4.575 -0.1 0.0 0.0
C -5.971 5.688 0.819 0.1 -0.1 0.0
Cl -5.939 6.368 2.454 0.0 0.0 0.0
Cl -7.631 5.213 0.419 0.0 0.0 0.0
Cl -5.414 6.902 -0.334 0.0 0.0 0.0
Cl -4.922 4.272 0.743 -0.3 0.4 0.0
C -1.018 -5.657 -2.188 0.0 0.2 0.1
Cl 0.608 -5.018 -1.945 0.0 -0.1 0.0
Cl -1.963 -4.482 -3.109 0.1 0.0 -0.1
Cl -0.936 -7.193 -3.062 0.0 0.0 0.0
Cl -1.814 -5.906 -0.632 0.0 0.0 -0.1
C 5.364 7.687 4.186 0.0 0.0 -0.1
Cl 6.586 8.717 3.425 0.0 0.0 0.0
Cl 4.286 7.048 2.955 0.1 -0.3 0.2
Cl 6.164 6.358 5.035 0.0 0.0 0.0
Cl 4.434 8.648 5.347 0.0 0.0 0.0
C -4.667 -9.053 0.350 0.0 0.0 0.0
Cl -5.442 -9.248 1.926 -0.1 -0.1 -0.1
Cl -4.930 -10.504 -0.624 0.0 0.0 0.0
Cl -5.357 -7.654 -0.474 0.0 0.0 0.0
Cl -2.930 -8.804 0.570 0.0 -0.2 0.0
C -3.798 -7.297 5.338 0.0 0.1 -0.3
Cl -4.865 -8.600 5.875 0.0 0.0 0.0
Cl -4.749 -5.806 5.136 0.2 -0.3 -0.2
Cl -2.508 -7.066 6.519 0.0 0.0 0.0
Cl -3.084 -7.715 3.782 0.1 0.0 0.1
C -4.492 -3.619 9.302 0.0 0.0 0.0
Cl -3.707 -2.075 8.965 0.0 0.0 0.0
Cl -3.620 -4.455 10.597 0.0 0.0 0.0
Cl -6.162 -3.333 9.810 0.0 0.0 0.0
Cl -4.481 -4.615 7.843 -0.1 0.3 0.4
C 4.853 -2.027 -7.473 0.0 0.1 0.1
Cl 5.363 -0.409 -7.956 0.0 0.0 0.0
Cl 5.926 -2.630 -6.206 0.0 0.0 0.0
Cl 3.201 -1.968 -6.863 0.1 -0.1 -0.3
Cl 4.930 -3.109 -8.874 0.0 0.0 0.0
C 7.522 1.581 -11.306 0.0 0.0 0.0
Cl 6.547 2.344 -12.567 0.0 0.0 0.0
Cl 9.237 1.786 -11.684 0.0 0.0 0.0
Cl 7.168 2.338 -9.750 0.0 0.0 0.0
Cl 7.138 -0.140 -11.225 0.0 0.0 0.0

---

Record 3
102
Properties=species:S:1:pos:R:3:forces:R:3 method="wB97M-V/def2-TZVPD" multiplicity=1 e_homo_ha=-0.3073 gap_ev=8.149
C -3.348 -1.490 2.407 -0.4 -0.7 -0.7
C -2.085 -1.819 1.393 3.4 -0.8 3.2
I -2.440 -1.651 -0.772 0.3 -0.2 1.8
C -0.744 -2.234 1.949 -3.2 1.8 -2.2
I -0.663 -2.301 4.179 0.1 0.0 -1.9
C 0.569 -2.632 1.054 0.8 -1.8 -0.5
C 1.232 -1.558 0.012 -0.3 0.7 -0.9
C 1.326 -0.019 0.569 0.6 0.3 -1.0
C 2.917 0.284 0.875 -0.6 -0.5 0.0
F 3.019 1.133 2.090 -0.6 -0.6 -3.3
C 0.071 -4.068 0.346 -1.9 0.2 -0.8
N 0.728 -5.279 0.969 2.2 1.3 0.7
C 1.327 -4.771 2.281 0.7 -1.5 4.8
O 1.398 -5.373 3.476 -0.6 3.7 -8.2
C 1.900 -3.272 1.810 -0.1 -0.7 1.6
O 2.600 -2.460 2.818 -1.8 0.4 -1.0
H -3.135 -0.654 3.194 0.0 -1.8 -1.5
H -4.340 -1.179 1.841 2.3 -0.8 0.9
H -3.588 -2.524 2.955 0.6 2.4 -0.9
H 2.331 -1.938 -0.229 -2.4 0.7 0.5
H 0.688 -1.500 -1.042 0.9 -0.4 2.4
H 0.603 0.224 1.460 1.7 -0.7 -1.5
H 1.017 0.707 -0.326 0.7 -1.6 2.1
H 3.371 0.826 -0.067 -0.8 -0.8 2.2
H 3.544 -0.702 1.114 -1.5 2.2 -0.4
H 0.217 -4.035 -0.819 -0.1 -0.2 2.3
H -1.077 -4.286 0.546 2.4 1.0 -0.6
H 1.594 -5.372 0.364 -1.1 -0.5 1.1
H 2.802 -3.618 1.108 -2.3 1.0 0.9
H 2.099 -1.611 3.029 0.5 -1.8 -0.4
N 1.592 1.809 -4.286 -0.7 -0.6 -0.7
C 1.951 2.137 -3.032 0.3 0.2 0.0
N 3.068 2.882 -2.947 0.6 0.4 0.6
O 1.315 1.787 -2.050 -0.4 -0.3 0.5
H 2.103 2.088 -5.107 -0.2 0.0 0.1
H 0.757 1.248 -4.395 0.4 0.3 -0.2
H 3.373 3.151 -2.021 -0.1 0.0 -0.4
H 3.605 3.180 -3.744 0.2 0.1 0.1
N -5.740 -3.963 1.198 0.7 -0.8 1.0
C -6.343 -2.890 0.655 -0.1 0.3 -0.1
N -6.904 -3.113 -0.547 -0.7 0.3 -1.1
O -6.377 -1.802 1.207 -0.1 0.4 0.2
H -5.702 -4.867 0.758 0.0 0.2 0.1
H -5.305 -3.838 2.102 -0.2 -0.1 -0.3
H -7.368 -2.331 -0.991 0.2 -0.2 0.1
H -6.886 -4.002 -1.018 0.0 0.2 0.1
N -2.238 1.875 -7.985 -0.3 0.3 -1.1
C -1.459 1.651 -6.911 0.6 -0.1 -0.3
N -2.133 1.388 -5.777 -0.3 -0.3 1.5
O -0.240 1.684 -6.962 0.3 0.0 0.1
H -3.244 1.852 -7.962 0.2 0.0 -0.1
H -1.771 2.077 -8.859 -0.3 0.1 0.3
H -1.584 1.214 -4.945 -0.3 0.1 -0.3
H -3.136 1.357 -5.715 0.2 0.0 0.0
N 5.265 -0.761 5.762 1.0 -0.9 1.2
C 4.663 0.313 5.218 -0.4 0.4 -0.3
N 4.101 0.089 4.017 -0.3 0.2 -0.1
O 4.629 1.401 5.771 0.2 0.2 0.3
H 5.304 -1.665 5.322 0.1 0.1 0.0
H 5.701 -0.635 6.666 -0.4 -0.2 -0.2
H 3.637 0.871 3.573 0.4 -0.6 0.4
H 4.119 -0.800 3.546 0.1 0.1 0.1
N -9.158 2.290 -0.251 -1.1 1.2 -0.7
C -8.283 1.269 -0.203 0.4 -0.5 0.1
N -7.906 0.914 1.039 0.5 -0.5 0.8
O -7.864 0.711 -1.205 0.0 -0.1 -0.4
H -9.514 2.762 0.563 0.1 -0.1 -0.2
H -9.467 2.589 -1.166 0.1 -0.1 0.4
H -7.248 0.149 1.120 -0.1 -0.1 0.1
H -8.240 1.361 1.876 0.0 -0.1 -0.2
N -4.021 -1.330 7.599 0.0 1.2 0.9
C -4.179 -2.099 6.507 -0.3 0.3 -0.7
N -3.791 -3.378 6.663 0.3 -1.5 -0.3
O -4.638 -1.672 5.459 0.0 0.0 -0.1
H -3.646 -1.664 8.471 -0.1 0.1 -0.2
H -4.301 -0.361 7.524 0.1 -0.4 0.1
H -3.894 -3.991 5.865 0.1 0.2 0.3
H -3.412 -3.748 7.518 -0.1 0.1 -0.2
N -4.933 6.197 -8.324 -1.0 1.1 -0.5
C -4.058 5.176 -8.276 0.3 -0.3 -0.6
N -3.681 4.821 -7.035 0.6 -0.7 1.2
O -3.640 4.618 -9.278 0.0 -0.1 -0.1
H -5.289 6.669 -7.510 0.1 -0.1 -0.2
H -5.242 6.496 -9.240 0.1 -0.1 0.4
H -3.024 4.056 -6.954 -0.1 0.3 0.0
H -4.015 5.268 -6.198 0.1 -0.1 -0.2
N 7.657 3.901 -4.972 0.8 1.1 -0.4
C 6.576 3.237 -4.527 -0.2 0.1 0.1
N 6.728 1.902 -4.460 -0.3 -1.3 0.2
O 5.540 3.799 -4.209 -0.3 0.2 0.0
H 8.519 3.455 -5.239 -0.2 0.1 0.1
H 7.585 4.908 -5.038 0.1 -0.4 0.0
H 5.938 1.364 -4.130 0.3 0.2 -0.1
H 7.573 1.420 -4.718 -0.2 0.1 0.1
N 10.443 -0.244 5.168 1.6 0.0 -0.3
C 9.134 -0.558 5.179 -0.5 -0.4 -0.3
N 8.376 0.238 5.954 -1.0 0.5 0.7
O 8.674 -1.489 4.538 0.0 -0.1 -0.1
H 10.841 0.519 5.689 -0.1 -0.2 -0.1
H 11.049 -0.818 4.597 -0.2 0.3 0.2
H 7.385 0.036 5.991 0.3 0.2 -0.2
H 8.737 1.010 6.489 -0.1 -0.1 -0.1